Entry 1:
Here is a molecular structure, C22H36HfN7OS2Te from OMol25. Energies are from ωB97M-V/def2-TZVPD.

The charge is +3. The value obtained for the energy relative to the best compared isomer or geometry (same formula, charge and spin) is 10.11 kJ/mol. The HOMO energy is -17.20 eV. Its frontier orbital gap is 0.288 Ha. As for the LUMO energy: -9.375 eV.

Each line ends with the Mulliken charge.
Atoms and positions in Å:
Hf: -0.09044 0.93743 0.77779  -0.031
O: 0.28720 -2.80366 0.34590  -0.570
C: -0.31637 -1.78630 0.10558  0.001
N: 0.16780 -0.66952 -0.54627  -0.206
C: 1.56380 -0.84173 -0.97302  -1.286
C: 2.51075 -0.58857 0.17364  1.065
C: 3.80765 -1.07381 0.18908  -1.004
C: 4.61995 -0.79184 1.27290  -0.539
C: 4.11677 -0.01651 2.31486  -0.954
C: 2.82613 0.44566 2.23113  -0.425
N: 2.01809 0.16617 1.18052  0.786
C: -1.71607 -1.57318 0.64241  0.820
C: -2.70452 -2.53756 0.61489  -0.609
C: -3.92258 -2.23201 1.20319  -0.756
C: -4.09412 -0.99777 1.82920  -0.878
C: -3.05137 -0.09715 1.83526  -0.564
N: -1.88018 -0.37611 1.23340  0.845
H: 1.77855 -0.14242 -1.78555  0.407
H: 1.71274 -1.85055 -1.35947  0.623
H: 4.16098 -1.68256 -0.63219  0.577
H: 5.63160 -1.17384 1.31246  0.485
H: 4.72215 0.22519 3.17671  0.516
H: 2.40010 1.06779 3.00616  0.570
H: -2.51152 -3.49604 0.15311  0.634
H: -4.72927 -2.95367 1.19771  0.506
H: -5.02352 -0.75380 2.32484  0.596
H: -3.11202 0.85738 2.34165  0.744
C: 1.25221 3.59956 -2.04538  -0.934
Te: 1.30521 3.55353 0.09270  0.364
C: 3.39874 3.16122 0.25350  -1.042
H: 1.81629 2.75986 -2.44045  0.318
H: 1.69994 4.54086 -2.35087  0.401
H: 0.21411 3.55760 -2.36290  0.329
H: 3.92080 3.93472 -0.30534  0.467
H: 3.64425 2.18113 -0.14677  0.298
H: 3.67586 3.23337 1.30208  0.346
C: -0.35218 2.40508 6.13293  -0.938
N: -0.18586 1.01812 5.68751  -0.183
C: -0.12455 0.60799 4.43692  0.752
S: -0.24875 1.82592 3.18204  -0.321
N: 0.04432 -0.68403 4.17660  0.105
C: 0.17020 -1.71700 5.20604  -1.250
H: -0.24048 2.42028 7.21259  0.366
H: -1.34231 2.77425 5.87192  0.338
H: 0.41204 3.03966 5.69017  0.351
H: -0.12588 0.31730 6.41304  0.267
H: 0.08355 -0.97615 3.21675  0.008
H: 1.03864 -1.52700 5.83855  0.425
H: 0.30998 -2.67394 4.71277  0.379
H: -0.73439 -1.77093 5.81377  0.421
C: -5.62317 2.09083 -1.12050  -1.177
N: -4.24305 1.66183 -0.84165  0.280
C: -3.76742 0.60092 -1.73176  -1.030
C: -3.42484 2.34939 -0.05439  0.256
S: -1.71409 2.44323 -0.48868  -0.560
N: -3.88683 3.08588 0.95468  0.269
C: -5.12286 2.75847 1.67290  -1.219
C: -3.11861 4.19211 1.53238  -1.046
H: -5.75069 2.08283 -2.20211  0.414
H: -5.78190 3.10214 -0.76260  0.407
H: -6.35359 1.41439 -0.67818  0.375
H: -4.53985 -0.16551 -1.78330  0.380
H: -2.84941 0.16317 -1.35241  0.320
H: -3.59268 0.99289 -2.73444  0.362
H: -5.46186 1.76236 1.40419  0.374
H: -5.91378 3.47889 1.46822  0.410
H: -4.90299 2.78644 2.74116  0.468
H: -2.57712 4.72627 0.75749  0.423
H: -2.42093 3.83288 2.29104  0.255
H: -3.82266 4.87758 1.99872  0.415

Atoms 1-6, force components in eV/Å:
-0.22 0.91 -0.20
-0.02 -0.12 -0.17
-0.33 -0.21 -0.09
0.26 -0.08 0.64
-0.01 -0.06 -0.13
0.00 -0.09 -0.07

=====

Entry 2:
Here is a molecular structure, C22H36N2O3PPtS2SeSi from OMol25. Energies are from ωB97M-V/def2-TZVPD.

The charge is +1. The value obtained for the energy relative to the best compared isomer or geometry (same formula, charge and spin) is 86.54 kJ/mol. The HOMO energy (spin up / spin down) is -10.07 / -10.07 eV. Its frontier orbital gap (spin up / spin down) is 0.228 / 0.228 Ha. As for the LUMO energy (spin up / spin down): -3.875 / -3.873 eV.

Each line ends with the Mulliken charge.
Atoms and positions in Å:
Pt: -0.28483 -0.38491 0.15379  2.862
C: 0.86983 0.09260 -2.62761  -0.966
N: 1.24565 0.40455 -1.21658  -0.136
C: 2.50256 -0.32496 -0.87650  -0.789
C: 2.73368 -0.28388 0.61072  -1.287
N: 1.67885 -1.02084 1.33790  0.491
C: 1.61047 -0.52982 2.72645  -1.285
C: 1.88424 -2.46318 1.26088  -0.829
C: 2.78510 -3.08028 2.12283  -0.630
C: 2.99248 -4.44663 2.06577  -0.968
C: 2.30581 -5.20077 1.12111  -0.810
C: 1.41491 -4.58551 0.25976  -0.858
C: 1.18276 -3.21025 0.32644  1.556
S: -0.01540 -2.50882 -0.76854  -0.805
C: 1.44055 1.85241 -1.06155  -0.658
C: 2.39953 2.50143 -1.83536  -0.822
C: 2.58947 3.86515 -1.71911  -1.079
C: 1.80506 4.59516 -0.83044  -0.856
C: 0.84980 3.95304 -0.06656  -0.722
C: 0.66784 2.56925 -0.16860  1.510
S: -0.54441 1.81710 0.85945  -0.618
H: 1.67720 0.38419 -3.30138  0.422
H: -0.03349 0.63445 -2.87997  -0.037
H: 0.69217 -0.97391 -2.71382  0.445
H: 3.35406 0.13779 -1.37779  0.621
H: 2.40690 -1.34428 -1.24638  0.672
H: 2.71336 0.75237 0.95741  0.688
H: 3.71800 -0.69882 0.84537  0.485
H: 2.59865 -0.49668 3.19141  0.498
H: 0.96692 -1.18823 3.30147  0.287
H: 1.20054 0.48078 2.71645  0.329
H: 3.34282 -2.49032 2.83937  0.392
H: 3.68840 -4.91550 2.74821  0.445
H: 2.46122 -6.27002 1.05796  0.439
H: 0.87893 -5.16822 -0.47942  0.481
H: 2.99680 1.94248 -2.54419  0.351
H: 3.34257 4.35686 -2.31952  0.442
H: 1.94037 5.66421 -0.73433  0.431
H: 0.23320 4.51155 0.62764  0.579
C: -1.74874 0.28684 3.62937  -0.345
O: -2.48427 -0.47971 2.65224  -0.396
P: -1.80222 -1.32456 1.51304  0.672
O: -1.02504 -2.48293 2.23679  -0.033
C: -1.68549 -3.38701 3.15456  -0.794
O: -3.11392 -1.91853 0.90484  -0.350
C: -3.26138 -2.57841 -0.37808  -0.568
H: -2.49644 0.77291 4.24665  0.299
H: -1.12640 1.03438 3.14984  0.060
H: -1.13969 -0.37328 4.24457  0.236
H: -0.99517 -4.20898 3.31420  0.252
H: -2.61360 -3.75462 2.72232  0.299
H: -1.89282 -2.88089 4.09574  0.267
H: -4.33234 -2.65258 -0.53746  0.257
H: -2.80762 -3.56398 -0.33848  0.249
H: -2.80668 -1.98796 -1.16595  0.222
C: -0.88760 3.01718 -3.28909  -0.956
Si: -2.41299 2.59230 -2.33326  0.530
C: -2.83873 3.97221 -1.18001  -0.828
C: -3.78296 2.10396 -3.47348  -1.231
Se: -2.33512 0.65395 -1.03940  -0.132
H: -1.10063 3.94705 -3.82738  0.494
H: -0.63009 2.26194 -4.03307  0.367
H: -0.02460 3.19776 -2.64797  0.229
H: -3.15400 4.86015 -1.73603  0.413
H: -1.96266 4.23722 -0.58515  0.169
H: -3.64228 3.68677 -0.49998  0.299
H: -4.00539 2.94668 -4.13464  0.358
H: -4.69681 1.83968 -2.93838  0.347
H: -3.48691 1.25293 -4.08905  0.339

Atoms 1-6, force components in eV/Å:
-0.60 1.36 -0.33
0.21 0.12 0.01
-0.05 -0.17 -0.18
0.11 0.04 0.01
0.05 0.05 -0.03
-0.37 0.16 0.08

=====

Entry 3:
Here is C22H36N4O3 in the gas phase from OMol25. Energies are from ωB97M-V/def2-TZVPD.

The value obtained for the energy relative to the best compared isomer or geometry (same formula, charge and spin) is 25.88 kJ/mol. The HOMO energy is -8.68 eV. Its frontier orbital gap is 0.345 Ha. As for the LUMO energy: 0.712 eV. As for the SMILES: COCCCCC(=O)N[C@H]1CC[C@@H](N(C)C(=O)c2cnc3n2CC[C@@H](C)C3)CC1.

Each line ends with the Mulliken charge.
Atoms and positions in Å:
C: -0.58904 -0.49332 3.41828  -0.597
O: 0.00566 -0.02443 2.22768  -0.147
C: -0.94531 0.48339 1.30999  -0.832
C: -0.22346 0.78605 0.01457  -0.451
C: 0.28885 -0.48620 -0.66507  -0.833
C: 1.44206 -0.24308 -1.62898  -0.714
C: 2.78696 0.16410 -1.04383  0.626
O: 3.69275 0.51978 -1.78094  -0.699
N: 2.93104 0.08176 0.30276  0.259
C: 4.20157 0.37225 0.95366  -0.303
C: 3.97792 1.14248 2.25293  -1.410
C: 3.30653 0.28752 3.32727  0.339
C: 4.06131 -1.02676 3.53462  -0.243
N: 3.52174 -1.78462 4.68425  0.283
C: 3.80693 -1.17182 5.97446  -1.320
C: 2.40402 -2.55771 4.52626  0.822
O: 1.96277 -2.86974 3.42568  -0.675
C: 1.69202 -3.06905 5.72587  -0.321
C: 1.30601 -2.53061 6.93129  -0.380
N: 0.42880 -3.34907 7.57470  -0.865
C: 0.28116 -4.39036 6.78252  0.366
N: 1.00525 -4.27107 5.64660  0.251
C: 1.03060 -5.25757 4.56612  -0.299
C: 0.51524 -6.59483 5.07179  -1.044
C: -0.80093 -6.43639 5.82803  0.660
C: -1.41859 -7.78016 6.18441  -1.721
C: -0.54103 -5.59992 7.07945  -0.748
C: 4.25253 -1.80054 2.23321  -0.702
C: 4.98611 -0.91459 1.22883  -1.261
H: 0.20397 -0.86554 4.06206  -0.089
H: -1.13123 0.30950 3.93114  0.346
H: -1.28491 -1.31445 3.21290  0.332
H: -1.73625 -0.26303 1.14697  0.403
H: -1.41700 1.38386 1.72351  0.367
H: -0.89407 1.32701 -0.65739  0.467
H: 0.60582 1.46198 0.24049  0.306
H: 0.58133 -1.21609 0.09508  0.262
H: -0.53425 -0.95189 -1.21290  0.461
H: 1.64731 -1.14657 -2.20860  0.324
H: 1.18874 0.52790 -2.35970  0.309
H: 2.14957 -0.21129 0.86853  0.078
H: 4.75822 0.98805 0.24876  0.495
H: 4.95478 1.47692 2.61642  0.471
H: 3.38510 2.03798 2.05595  0.452
H: 3.26448 0.84784 4.26378  0.497
H: 2.27259 0.06428 3.04598  -0.346
H: 5.07484 -0.75889 3.86164  0.232
H: 3.76307 -1.91536 6.76542  0.546
H: 4.81846 -0.76961 5.94531  0.311
H: 3.12372 -0.35347 6.21554  0.384
H: 1.58496 -1.58396 7.35984  0.480
H: 0.41925 -4.88800 3.74321  0.236
H: 2.04937 -5.33809 4.19295  0.344
H: 0.39017 -7.26025 4.21520  0.404
H: 1.25399 -7.05752 5.73558  0.337
H: -1.49659 -5.88648 5.18248  0.239
H: -0.73028 -8.36658 6.79828  0.357
H: -2.34324 -7.65253 6.74964  0.411
H: -1.64694 -8.35985 5.28886  0.404
H: -0.00992 -6.21271 7.81652  0.215
H: -1.47011 -5.27993 7.55274  0.370
H: 4.81780 -2.71372 2.43285  0.384
H: 3.29493 -2.10707 1.82325  0.228
H: 5.13524 -1.44967 0.28955  0.455
H: 5.97756 -0.64435 1.60831  0.491

Atoms 1-6, force components in eV/Å:
0.00 0.00 0.00
0.00 0.00 0.00
0.00 0.00 -0.01
0.00 0.00 0.01
-0.01 0.00 0.01
0.02 -0.02 -0.01